(1)
{
  "formula": "C22H56BaF6HgN4O22S4Zn",
  "method": "the ωB97M-V functional and the def2-TZVPD basis",
  "elements": ["F", "H", "H", "C", "O", "C", "S", "H", "H", "H", "H", "C", "H", "C", "O", "C", "H", "O", "H", "C", "H", "H", "H", "H", "O", "H", "C", "H", "H", "C", "H", "C", "H", "O", "H", "S", "Zn", "C", "C", "C", "H", "O", "H", "H", "F", "O", "H", "O", "C", "C", "H", "H", "H", "O", "H", "H", "H", "H", "H", "H", "C", "O", "N", "O", "O", "H", "F", "H", "H", "H", "H", "O", "F", "O", "O", "F", "S", "H", "H", "Hg", "H", "Ba", "N", "H", "N", "C", "O", "H", "N", "O", "F", "O", "C", "H", "H", "C", "C", "H", "O", "H", "H", "C", "H", "S", "O", "H", "H", "H", "O", "O", "H", "H", "C", "H", "H", "C", "H"],
  "positions_angstrom": [[-20.0128, 5.0898, 25.0178], [-14.1438, 8.0873, 23.0295], [-12.5400, 12.3170, 28.7502], [-12.7609, 2.9099, 26.1406], [-19.2535, 10.4645, 26.9672], [-16.9098, 3.6925, 28.0889], [-20.9892, 7.1772, 26.2950], [-17.4851, 5.2740, 27.1506], [-19.1215, 5.3171, 22.2609], [-12.2415, 3.5129, 23.5302], [-21.6018, 10.3503, 22.5868], [-15.8170, 5.1323, 21.2017], [-14.7195, 13.7677, 29.1522], [-13.2138, 11.7078, 28.1315], [-17.4750, 7.1153, 27.8410], [-18.0918, 3.5548, 29.0419], [-20.0862, 8.4101, 21.8150], [-22.3429, 7.6500, 26.5175], [-13.2584, 4.4458, 20.9418], [-18.3531, 4.9987, 21.5498], [-14.9402, 12.0310, 26.8762], [-15.9588, 12.0537, 21.5211], [-13.6869, 5.6411, 19.6745], [-13.0370, 14.3699, 27.4984], [-17.4569, 8.9945, 32.7374], [-12.5697, 11.3737, 27.3117], [-17.0460, 5.6954, 21.9290], [-15.7841, 9.2233, 24.1457], [-16.9565, 5.5166, 23.0036], [-15.2546, 7.1133, 26.3533], [-12.3585, 5.6252, 26.4356], [-10.3239, 6.3672, 24.7214], [-12.4377, 9.3280, 27.8524], [-17.2710, 7.1702, 31.2155], [-14.1698, 4.3282, 25.5131], [-16.5283, 8.3027, 31.8611], [-18.9522, 9.7086, 25.2017], [-12.9625, 9.4596, 28.7980], [-19.6949, 9.2098, 22.4462], [-15.4118, 10.2048, 23.8495], [-10.1081, 6.7011, 25.7435], [-17.3523, 4.3475, 26.8883], [-19.2627, 9.9902, 21.8123], [-14.5721, 14.5981, 26.6615], [-21.3948, 6.3433, 23.8281], [-20.1401, 11.7298, 28.7585], [-16.1599, 7.4660, 21.7681], [-17.7509, 11.5573, 28.4362], [-21.1324, 5.8108, 25.0076], [-20.8968, 9.8099, 23.2223], [-12.7054, 6.1367, 20.9112], [-12.9711, 9.1261, 23.9472], [-13.3434, 13.6994, 25.9332], [-18.9616, 9.6150, 29.1692], [-12.9463, 6.0323, 24.8755], [-18.7351, 5.2765, 20.5677], [-12.7294, 3.1790, 27.1989], [-9.3820, 6.1479, 24.2235], [-15.9826, 5.1906, 20.1150], [-13.5676, 2.1676, 26.1918], [-13.1539, 4.0439, 25.2220], [-13.8106, 10.6033, 28.7728], [-15.2372, 13.0148, 28.6944], [-20.5156, 10.7984, 24.2392], [-18.8065, 8.6272, 23.3920], [-18.2757, 3.9287, 21.7411], [-22.1088, 4.9746, 25.3643], [-12.2125, 9.5260, 29.5937], [-16.4567, 2.7687, 27.7331], [-18.2618, 7.9301, 22.9450], [-17.8791, 2.8072, 29.8183], [-14.6808, 5.9254, 21.4742], [-14.8845, 6.1573, 27.1996], [-11.0695, 5.1713, 24.7202], [-16.0186, 9.2700, 30.8443], [-15.6559, 6.6644, 25.1782], [-16.6911, 8.0962, 27.0961], [-18.1511, 11.9674, 24.1676], [-18.9621, 3.1329, 28.5456], [-15.9527, 10.9415, 29.5535], [-17.4007, 12.7005, 22.2610], [-19.5075, 7.2345, 29.8190], [-13.2118, 3.5901, 23.8319], [-11.8821, 2.3772, 25.7768], [-17.1363, 7.1592, 21.6950], [-16.6389, 10.9064, 23.2872], [-16.0865, 9.1444, 27.9070], [-17.2321, 7.2757, 20.6814], [-17.6372, 11.1120, 24.3808], [-14.4359, 10.1133, 22.8243], [-14.1831, 7.9035, 26.2218], [-18.3346, 4.7746, 29.7626], [-13.5614, 5.4756, 20.7545], [-12.9342, 8.8717, 22.1575], [-10.8598, 7.1904, 24.2341], [-14.3176, 12.5944, 27.5764], [-13.8085, 13.8597, 26.9144], [-21.4709, 8.9916, 23.6547], [-20.3377, 6.6203, 27.4623], [-15.8668, 12.9189, 23.0880], [-16.0153, 13.5347, 28.2910], [-13.5633, 9.0203, 23.0375], [-17.5275, 5.0419, 30.2340], [-19.0499, 10.8464, 28.3785], [-17.3962, 8.6237, 25.9298], [-15.6907, 4.0777, 21.4705], [-21.2339, 11.4329, 24.2167], [-17.1003, 10.2711, 22.5275], [-15.3603, 7.7655, 32.5543], [-20.1392, 8.1874, 25.6696], [-13.5434, 8.5832, 29.0797], [-17.0280, 11.4845, 25.1195], [-12.2894, 5.3087, 25.3889], [-16.1370, 4.2967, 28.5737], [-13.5863, 4.3442, 23.2597], [-16.4461, 12.2173, 22.4795], [-14.9674, 10.7769, 24.6727]],
  "mulliken_charge": [-0.1674, -0.2059, 0.3001, -1.7616, -0.7426, -0.1125, 0.6178, -0.0391, 0.1576, 0.3624, 0.7078, -0.9859, 0.2645, -0.6960, 0.9426, -0.8017, 0.5473, -0.7293, 0.3988, -1.5101, -0.2063, 0.3692, 0.3365, 0.4205, -0.7831, 0.4214, 1.2754, -0.1643, -0.4389, -0.6549, 0.4788, -0.6090, 0.3148, -0.6399, -0.4343, 1.0270, 0.1080, -0.8497, -0.5597, 0.2643, 0.2950, -0.4108, 0.2408, 0.4344, -0.2151, -0.7599, -0.0043, -0.9129, 0.6455, -0.7410, 0.2505, 0.2068, 0.3705, -0.6853, -0.3853, 0.3816, 0.3515, 0.3122, 0.3617, 0.4034, 1.3214, -0.2471, -0.4059, -0.2515, 1.3915, 0.4229, -0.2363, 0.3524, 0.4257, -0.3637, 0.3351, -0.0829, -0.1567, -0.4128, -0.8510, 0.2038, -0.3999, 0.4141, 0.3198, 1.7899, 0.5345, 1.9965, -0.7367, 0.3471, -0.4695, 1.1470, 1.0425, 0.3196, 0.1496, -0.5546, -0.0405, -0.4592, -1.0055, 0.4076, 0.1248, 0.9256, -1.7265, 0.0713, -0.6212, 0.3881, 0.2790, -0.1996, 0.2095, 0.7683, -0.2697, 0.4210, 0.3498, -0.7275, -0.7207, -0.7001, 0.1440, -0.1259, 0.1987, 0.1469, 0.1244, -1.8868, 0.2174],
  "multiplicity": 1,
  "fmax_ev_per_a": 3.1
}

(2)
{
  "formula": "C22H56Br2N2O13P",
  "method": "the ωB97M-V functional and the def2-TZVPD basis",
  "elements": ["H", "C", "C", "H", "O", "N", "H", "H", "C", "O", "C", "C", "H", "C", "C", "C", "O", "H", "O", "H", "H", "H", "H", "H", "H", "H", "H", "H", "C", "O", "C", "C", "O", "H", "C", "O", "H", "C", "Br", "H", "H", "H", "C", "H", "H", "H", "H", "H", "H", "H", "H", "O", "H", "H", "H", "C", "H", "H", "O", "C", "O", "C", "C", "H", "H", "H", "H", "H", "H", "H", "H", "O", "H", "C", "H", "H", "H", "C", "O", "H", "H", "P", "H", "C", "H", "O", "H", "C", "H", "H", "H", "H", "H", "Br", "N", "H"],
  "positions_angstrom": [[0.8542, -0.8357, -9.1789], [3.6709, -3.6011, -3.5022], [3.7604, -2.9262, -4.8571], [1.9667, 0.0143, -0.7312], [-1.3299, -0.4297, -0.7676], [-4.0769, 2.6482, 0.3667], [2.8525, -0.9071, 1.4211], [-5.5812, 1.3831, 3.3817], [-1.6332, 1.0013, -0.6492], [-0.8300, 3.1656, -2.6125], [-1.8108, 4.2709, 0.1995], [2.8432, -2.2049, 6.2622], [1.9975, -4.5161, -3.8908], [5.5739, -5.1945, 1.6077], [-1.7256, 4.0004, -2.3439], [0.3436, 4.8763, 1.4175], [-3.4002, 6.8529, -1.4825], [-4.9281, 2.0951, 0.2352], [2.3162, -3.9227, -3.2011], [-0.1834, 4.2001, 2.1416], [-4.2324, -4.4696, 2.1338], [0.3187, 4.0763, -0.5969], [-5.4269, 5.6515, -3.1140], [3.7339, -2.6432, 6.7179], [-0.7661, 1.7577, -0.5451], [1.2739, 0.7683, -8.5415], [5.1633, -5.1815, 0.5956], [-5.5789, 3.6873, 3.3299], [-2.5004, -3.4206, 2.8746], [1.1264, -1.8955, 0.9386], [2.5712, -0.8953, -0.7163], [5.9296, -3.7890, 2.0544], [-4.6737, 5.0443, -3.0177], [4.0404, -2.9368, -2.7196], [-1.9424, 0.0071, 0.6536], [-4.8157, -2.7799, 3.1221], [2.4940, -2.5741, -8.7953], [-4.7681, 3.1080, 3.7810], [-0.2179, 6.6527, -0.7388], [-3.8240, 3.6039, 3.5521], [-4.1474, 2.4003, 5.7232], [-4.9715, 3.9742, 5.7531], [-4.9553, 2.9889, 5.2822], [-1.7836, -3.9315, 2.2277], [-5.8911, 2.4725, 5.5159], [-3.4751, 2.2103, 1.0689], [-3.7071, 0.6555, -1.2688], [3.1573, -2.0164, -4.8721], [6.3324, -3.7948, 3.0734], [-3.9129, 7.3463, -2.1521], [-2.5009, -3.9068, 3.8533], [4.7814, -2.9531, 2.0204], [3.0750, -2.4861, 0.6559], [4.7942, -2.6680, -5.0974], [-2.7453, 1.5076, -2.5343], [-3.8893, -3.4423, 2.2672], [4.1224, -3.3356, 2.6171], [0.4051, 5.9390, 1.7483], [-1.8109, 5.0374, -3.1302], [-3.0117, 1.5144, -1.4496], [3.0357, -3.6665, 4.3450], [2.8228, -0.7209, -8.2961], [2.9169, -2.3020, 4.7508], [3.3451, -0.4773, -9.2274], [3.7885, -1.7648, 4.3752], [-3.8947, -2.9465, 1.2917], [2.2586, -4.1357, 4.6697], [3.3245, -0.2070, -7.4754], [2.0223, -1.8742, 4.2886], [-4.5123, -1.8695, 3.2276], [-1.3579, -0.8827, 1.0058], [-4.7409, 1.8125, 3.1842], [6.4522, -5.8444, 1.6238], [1.3663, -0.3060, -8.3703], [-1.6540, 3.3525, 0.8354], [-1.2561, 0.7296, 1.2613], [4.2648, -4.5216, -3.4832], [-2.6832, 3.9647, -1.1005], [-5.1813, 5.2707, -0.5521], [4.8076, -5.6235, 2.2584], [1.4017, 4.4823, 1.3356], [-4.0063, 5.3027, -1.4834], [6.6792, -3.3553, 1.3902], [2.4832, -1.5711, 0.6379], [2.1813, -1.5500, -1.5009], [2.9301, -2.1229, -8.0634], [0.8081, -2.4900, 0.2488], [-0.3337, 4.8129, -0.0515], [3.6054, -0.6358, -0.9564], [1.9822, -2.7608, 6.6440], [2.7587, -1.1648, 6.5826], [3.3707, -3.5793, -5.6417], [0.8485, -0.5605, -7.4436], [-2.6409, 5.5816, 1.4638], [-3.4793, 2.7619, -0.8894], [-2.1640, -2.3921, 3.0287]],
  "mulliken_charge": [0.3196, -0.1807, -0.9723, 0.1445, -0.4869, -0.2153, 0.1558, 0.2301, 0.9771, -0.6566, -1.5269, -1.2736, 0.2840, -0.9680, -0.4914, -1.1026, -0.4037, 0.2228, -0.5027, 0.2905, 0.3281, 0.4794, 0.3465, 0.3068, 0.2164, 0.3265, 0.1881, 0.2705, -0.9045, -0.4202, -0.9770, -0.2166, -0.5873, 0.2120, -0.9338, -0.5354, 0.2732, 0.1750, -0.0848, 0.0143, 0.2982, 0.3575, -1.2536, 0.2678, 0.3470, 0.0744, 0.4356, 0.2351, 0.2652, 0.2897, 0.3333, -0.4032, 0.2251, 0.3397, 0.3328, -0.2322, 0.1537, 0.3774, -0.7176, -1.0547, -0.5821, -0.2371, 0.0855, 0.2708, 0.3202, 0.2186, 0.2883, 0.2816, 0.1609, 0.2950, 0.2601, -0.4466, 0.3805, -1.0118, 0.4679, 0.0501, 0.2982, 2.1376, -0.7553, 0.2747, 0.3146, 0.7316, 0.2934, 0.0899, 0.1523, -0.4800, 0.2529, 0.0915, 0.4002, 0.3473, 0.3445, 0.2790, 0.2747, -0.0099, -0.0702, 0.2389],
  "multiplicity": 1,
  "charge": -1,
  "fmax_ev_per_a": 5.3
}

Calculated orbital gap (eV), listed in the same order as above: 6.89, 6.91